No. 1
# C15H18ClNO3

An isolated molecule of C15H18ClNO3 at a distorted geometry (wB97M-V/def2-TZVPD, the OMol25 dataset).

Positions of all 38 atoms, in Å:
O (-0.18402, -3.75788, -1.55223)
Cl (2.29293, 2.14077, 4.95034)
O (0.49966, -0.43967, 1.00485)
O (-0.86784, -0.53415, -2.23467)
C (-0.58955, -2.65269, -1.62805)
C (4.02290, 1.00278, 1.32110)
C (3.71914, 1.63544, 2.54760)
C (2.91906, 0.29284, 0.72659)
C (1.51972, 0.69716, 2.77495)
C (2.48893, 1.51585, 3.33863)
C (1.68463, 0.13218, 1.47556)
N (-1.09410, -1.98834, -0.55526)
C (-2.55844, 0.29031, 1.01796)
C (-1.77095, 1.57345, 1.10471)
C (-2.63502, -0.04900, -0.55399)
C (-0.54711, 1.60490, 0.17427)
C (-1.19548, -0.59623, -0.90107)
C (-0.99654, -1.97401, -4.04398)
C (-0.01578, 0.24209, -0.18877)
C (-0.31402, -1.73443, -2.75962)
H (5.02980, 1.04808, 0.80331)
H (4.49356, 2.34591, 2.92666)
H (3.12249, -0.25313, -0.18601)
H (0.49222, 0.65696, 3.16737)
H (-0.67493, -2.20041, 0.41517)
H (-3.62644, 0.48828, 1.43490)
H (-2.07522, -0.49880, 1.57331)
H (-1.42972, 1.74190, 2.12249)
H (-2.59892, 2.34483, 0.89188)
H (-3.41760, -0.79571, -0.72621)
H (-2.95174, 0.75621, -1.21299)
H (-0.87940, 2.08405, -0.80695)
H (0.29431, 2.18264, 0.54825)
H (-1.16154, -1.08335, -4.62980)
H (-0.45026, -2.68342, -4.67226)
H (-2.06561, -2.18218, -3.87148)
H (0.77066, 0.20814, -0.96234)
H (0.75024, -1.56139, -2.83424)

* spin multiplicity: 1
* strongest force on any atom: 3.45 eV Å⁻¹
* lowest unoccupied orbital energy: 0.6 eV

Löwdin population analysis, charges in e, atoms 1 to 6: 0.12 0.66 -0.07 -0.04 -0.47 -0.07

No. 2
# C44H106Cl2N11O9

A cluster of 14 separate species, C44H106Cl2N11O9 in total at a distorted geometry (wB97M-V/def2-TZVPD, the OMol25 dataset).

Positions of all 172 atoms, in Å:
C (-34.62511, 6.94328, 8.97992)
C (-33.18804, 6.55817, 8.95244)
C (-32.27508, 7.67818, 8.65933)
O (-30.94696, 7.24561, 8.66624)
C (-30.32503, 7.17436, 7.38399)
N (-32.74706, 6.10246, 10.32335)
H (-33.32100, 5.34288, 10.64510)
H (-31.74408, 5.84276, 10.34162)
H (-32.79423, 6.91763, 10.91122)
H (-34.80194, 7.96437, 9.20425)
H (-35.09876, 6.35051, 9.76205)
H (-35.15271, 6.90830, 8.07886)
H (-33.02475, 5.63388, 8.40448)
H (-32.44535, 8.43289, 9.40445)
H (-32.59701, 8.12341, 7.71312)
H (-29.82959, 8.10797, 7.15464)
H (-31.03384, 7.00991, 6.57874)
H (-29.53871, 6.45007, 7.32705)
C (-16.47532, 15.56003, -8.22668)
C (-16.21802, 15.84071, -9.62341)
C (-17.15029, 16.90809, -10.32308)
O (-16.62917, 16.88401, -11.67026)
C (-17.26085, 17.80811, -12.61800)
N (-14.87073, 16.54447, -9.72084)
H (-14.13519, 15.86270, -9.44805)
H (-14.74543, 16.69048, -10.75827)
H (-14.64255, 17.35589, -9.12795)
H (-15.80673, 14.88002, -7.74359)
H (-17.46815, 15.14079, -8.17152)
H (-16.28998, 16.47767, -7.60378)
H (-16.09403, 14.97632, -10.27707)
H (-17.08898, 17.85007, -9.73709)
H (-18.18736, 16.61744, -10.25522)
H (-16.92717, 17.65751, -13.63695)
H (-17.13560, 18.83036, -12.27699)
H (-18.30386, 17.49014, -12.68193)
C (-24.15089, 12.03049, -4.27381)
C (-24.88810, 13.12917, -4.77477)
C (-31.76445, 11.36518, -1.52569)
O (-30.95109, 10.59755, -0.82475)
C (-29.82476, 10.27452, -1.61523)
N (-25.58100, 12.86800, -5.86809)
H (-25.38118, 12.23827, -6.60563)
H (-26.30858, 13.52881, -6.11037)
H (-34.32415, 18.60813, -10.37876)
H (-24.56542, 11.91432, -3.26823)
H (-23.17691, 12.41394, -3.91382)
H (-24.42152, 11.13002, -4.79077)
H (-24.96347, 13.80565, -4.00336)
H (-31.58844, 11.65965, -2.59025)
H (-32.68736, 11.82182, -1.08861)
H (-29.76980, 9.15749, -1.67338)
H (-28.96637, 10.49426, -1.03292)
H (-29.73178, 10.62947, -2.65655)
C (-24.74701, 27.68227, -3.74618)
C (-24.22764, 26.76050, -4.82009)
C (-23.84354, 25.33567, -4.32261)
O (-25.05441, 24.67108, -4.01542)
C (-25.51458, 24.41457, -2.69915)
N (-25.32815, 26.33700, -5.88648)
H (-25.80309, 25.50800, -5.55950)
H (-26.02279, 27.05693, -6.14468)
H (-24.89525, 26.03096, -6.74186)
H (-25.67987, 27.29293, -3.27716)
H (-25.15118, 28.61866, -4.13995)
H (-23.97527, 27.91602, -3.00073)
H (-23.34378, 27.15157, -5.36108)
H (-23.22360, 25.36578, -3.44610)
H (-23.38818, 24.76794, -5.14304)
H (-26.05285, 25.29051, -2.27228)
H (-24.68885, 24.16826, -2.05143)
H (-26.21197, 23.56884, -2.73526)
C (-22.16043, 5.20101, -3.15706)
C (-23.01431, 4.32613, -2.20041)
C (-24.46427, 4.72376, -2.20489)
O (-25.31050, 3.66108, -1.86542)
C (-26.73243, 3.86084, -2.05157)
N (-23.13504, 2.85436, -2.66613)
H (-22.26411, 2.28904, -2.65381)
H (-23.91502, 2.42970, -2.12920)
H (-23.48772, 2.89251, -3.65581)
H (-22.30599, 6.29926, -3.01814)
H (-22.60252, 4.97984, -4.19219)
H (-21.10009, 4.94980, -3.11108)
H (-22.63201, 4.31703, -1.19480)
H (-24.69343, 5.20807, -3.19292)
H (-24.65730, 5.55332, -1.57916)
H (-26.95236, 4.00885, -3.11540)
H (-27.09177, 4.69547, -1.46909)
H (-27.16024, 2.94170, -1.69285)
C (-22.18596, 13.96820, 2.71474)
C (-21.31380, 15.14276, 3.19457)
O (-21.49239, 16.34532, 3.12294)
N (-20.15679, 14.73444, 4.04821)
H (-19.80946, 15.70732, 4.19107)
H (-20.47717, 14.27924, 4.92732)
C (-18.97935, 13.97623, 3.26411)
H (-21.79434, 13.09361, 3.26690)
H (-22.06354, 13.78511, 1.61940)
H (-23.21276, 14.16895, 2.92741)
H (-19.46791, 13.04615, 2.99771)
H (-18.01273, 13.88190, 3.75744)
H (-18.95820, 14.56100, 2.32698)
C (-17.02906, 10.95269, 1.77726)
C (-16.92589, 10.99997, 0.31479)
O (-16.96278, 10.07549, -0.47997)
N (-16.08984, 12.22177, -0.18607)
H (-16.83322, 12.86098, -0.48008)
H (-15.65345, 12.67367, 0.58532)
C (-15.08788, 11.67242, -1.14322)
H (-16.09137, 10.64967, 2.21617)
H (-17.68922, 10.06567, 1.97792)
H (-17.56108, 11.76773, 2.27942)
H (-15.50399, 10.91393, -1.80454)
H (-14.23502, 11.36168, -0.50089)
H (-14.68993, 12.58194, -1.66904)
C (-40.34766, 18.45771, -0.89826)
C (-39.43827, 18.31055, 0.31645)
O (-38.63168, 17.51872, 0.53804)
N (-39.72424, 19.48015, 1.39098)
H (-40.73275, 19.57599, 1.64216)
H (-39.23682, 19.06783, 2.17928)
C (-39.13126, 20.71755, 0.82799)
H (-39.84872, 18.21892, -1.85844)
H (-40.75664, 19.45876, -0.99810)
H (-41.10345, 17.71041, -0.74339)
H (-38.13820, 20.45602, 0.46455)
H (-39.06267, 21.35399, 1.70565)
H (-39.73489, 21.00981, -0.02197)
C (-26.83803, 19.46798, -14.48428)
C (-27.69378, 18.73481, -15.47497)
O (-27.47148, 18.17614, -16.47025)
N (-29.22385, 18.52175, -14.94407)
H (-29.82258, 19.27202, -14.60173)
H (-29.65116, 18.00065, -15.70835)
C (-29.31954, 17.51623, -13.67646)
H (-26.67755, 20.47331, -14.92271)
H (-25.84122, 19.04132, -14.40071)
H (-27.37254, 19.52483, -13.54242)
H (-28.54159, 16.73469, -13.66163)
H (-30.28471, 17.04140, -13.88485)
H (-29.39200, 18.08836, -12.78754)
C (-31.51817, -1.76365, -8.66948)
N (-32.32108, -0.51318, -8.88683)
C (-33.69303, -0.52112, -8.79163)
C (-34.40781, 0.64921, -8.89998)
C (-33.70057, 1.87382, -8.95745)
C (-32.32016, 1.86864, -8.98664)
C (-31.59357, 0.67481, -8.96646)
C (-34.46734, 3.16999, -8.86249)
C (-35.57780, 3.21347, -7.98468)
C (-36.34983, 4.34263, -7.95538)
N (-36.04082, 5.46882, -8.57650)
C (-35.00840, 5.44045, -9.46142)
C (-34.22767, 4.31511, -9.62298)
C (-36.74806, 6.69122, -8.12204)
H (-31.22144, -1.88799, -7.61361)
H (-30.66832, -1.75982, -9.34282)
H (-32.15185, -2.59703, -8.88939)
H (-34.07082, -1.52942, -8.73642)
H (-35.50947, 0.61370, -8.91254)
H (-31.84745, 2.84677, -9.06284)
H (-30.49538, 0.64305, -9.11586)
H (-35.91653, 2.37563, -7.40266)
H (-37.18550, 4.46706, -7.23290)
H (-34.73395, 6.43006, -9.82587)
H (-33.39467, 4.25980, -10.30952)
H (-36.30351, 6.94041, -7.19449)
H (-37.77839, 6.47948, -8.07333)
H (-36.57847, 7.54901, -8.78066)
Cl (-19.13639, 13.05948, 0.54646)
Cl (-31.49387, 14.00835, -2.62155)

* total charge: +9
* spin multiplicity: 1
* strongest force on any atom: 4.23 eV Å⁻¹
* lowest unoccupied orbital energy: -13.0 eV

Löwdin population analysis, charges in e, atoms 1 to 6: -0.01 -0.33 -0.22 -0.16 -0.06 0.24

Number 1: DFT total energy -36000.425 eV, Kohn-Sham gap 9.64 eV. Number 2: DFT total energy -107103.579 eV, Kohn-Sham gap 0.92 eV.